a | The molecule C3H6N4O, computed with ωB97M-V with the def2-TZVPD basis set.

Structure (XYZ):
```
14
C3H6N4O | the Open Molecules 2025 dataset | ωB97M-V with the def2-TZVPD basis set
N 1.653 -1.038 1.051
N 1.025 -0.443 -0.054
C 1.356 0.932 0.055
C 0.260 1.667 -0.211
C -0.889 0.785 -0.300
O -2.035 1.072 -0.531
N -0.422 -0.495 0.074
N -1.053 -1.660 -0.344
H 0.991 -1.068 1.800
H 1.764 -1.943 0.684
H 2.368 1.199 0.344
H 0.211 2.727 -0.389
H -1.244 -2.202 0.520
H -0.590 -2.145 -1.069
```

## Properties
Charge: 0
Lowest unoccupied orbital energy in eV: 0.5
SMILES: Nn1ccc(=O)n1N
Multiplicity: 1

---

b | The molecule C3H6N4O, computed with ωB97M-V with the def2-TZVPD basis set.

Structure (XYZ):
```
14
C3H6N4O | the Open Molecules 2025 dataset | ωB97M-V with the def2-TZVPD basis set
N -2.011 -0.940 0.260
N -1.607 -0.449 -0.847
C -0.335 -0.035 -0.740
C 0.623 0.780 -1.393
C 1.598 1.381 -0.574
N 1.495 0.732 0.598
N 0.102 0.123 0.638
O 0.430 -1.205 1.309
H -1.942 -0.068 0.947
H -3.081 -1.252 0.400
H 0.752 0.954 -2.403
H 2.277 2.100 -0.916
H 1.940 0.283 1.308
H -0.557 -1.391 1.894
```

## Properties
Charge: 0
Lowest unoccupied orbital energy in eV: 0.5
SMILES: N/N=c1/cc[nH]n1O
Multiplicity: 1

---

c | The molecule C3H6N4O, computed with ωB97M-V with the def2-TZVPD basis set.

Structure (XYZ):
```
14
C3H6N4O | the Open Molecules 2025 dataset | ωB97M-V with the def2-TZVPD basis set
C 1.943 -1.799 0.406
N 0.991 -1.082 -0.415
N 1.050 0.197 -0.088
C 0.031 0.806 -0.226
N -1.281 0.032 -0.393
C -2.135 1.009 -0.440
N -1.607 2.325 -0.221
O -0.292 2.177 0.030
H 1.657 -1.663 1.382
H 1.998 -2.958 0.291
H 2.923 -1.271 0.194
H -0.004 -1.362 -0.657
H -3.133 0.988 -0.630
H -2.139 2.602 0.766
```

## Properties
Charge: 0
Lowest unoccupied orbital energy in eV: 0.6
SMILES: CN/N=c1\nc[nH]o1
Multiplicity: 1

---

Top of the stability list: a, leading by 1.974 eV.

---

a | A cluster of 2 separate species, C2H7NO3 in total, computed with ωB97M-V with the def2-TZVPD basis set.

Structure (XYZ):
```
13
C2H7NO3 | the Open Molecules 2025 dataset | ωB97M-V with the def2-TZVPD basis set
C 1.572 -1.053 -1.421
N 1.451 -0.585 -0.099
C 0.427 0.256 0.300
O 0.290 0.843 1.382
O -0.402 0.469 -0.817
H 2.575 -1.518 -1.546
H 1.286 -0.272 -2.118
H 0.638 -1.637 -1.545
H 2.000 -0.745 0.722
H -1.112 1.083 -0.586
O -2.721 0.066 0.747
H -2.880 1.034 0.616
H -1.988 -0.097 1.372
```

## Properties
Charge: 0
Lowest unoccupied orbital energy in eV: 0.6
SMILES: CNC(=O)O.O
Multiplicity: 1

---

b | A structure of composition C2H7NO3, computed with ωB97M-V with the def2-TZVPD basis set.

Structure (XYZ):
```
13
C2H7NO3 | the Open Molecules 2025 dataset | ωB97M-V with the def2-TZVPD basis set
C 0.957 0.233 0.584
C 0.175 -0.762 -0.161
N 1.638 -0.194 -0.855
O -1.749 0.234 0.951
O -2.498 0.540 -0.259
O 0.388 1.386 0.815
H -3.371 0.201 -0.025
H -0.788 1.035 0.917
H 1.655 -0.159 1.335
H 2.407 -0.830 -1.020
H 1.496 0.541 -1.535
H 0.257 -1.804 0.125
H -0.568 -0.422 -0.872
```

## Properties
Charge: 0
Lowest unoccupied orbital energy in eV: 0.4
Multiplicity: 1

---

c | A cluster of 2 separate species, C2H7NO3 in total, computed with ωB97M-V with the def2-TZVPD basis set.

Structure (XYZ):
```
13
C2H7NO3 | the Open Molecules 2025 dataset | ωB97M-V with the def2-TZVPD basis set
O -2.623 1.524 1.924
C -1.536 1.631 2.406
O -0.421 1.217 1.749
H -1.268 2.246 3.276
H -0.741 0.562 1.114
N -0.096 -1.245 -1.840
C 1.224 -1.083 -1.352
O 1.307 -0.219 -0.179
H -0.556 -0.552 -2.400
H -0.757 -1.638 -1.189
H 1.596 -2.052 -1.017
H 1.701 -0.621 -2.208
H 2.168 0.229 -0.284
```

## Properties
Charge: 0
Lowest unoccupied orbital energy in eV: 0.8
SMILES: O=CO.NCO
Multiplicity: 1

---

d | The molecule C2H7NO3, computed with ωB97M-V with the def2-TZVPD basis set.

Structure (XYZ):
```
13
C2H7NO3 | the Open Molecules 2025 dataset | ωB97M-V with the def2-TZVPD basis set
C 0.818 -0.249 1.080
C -0.313 0.226 0.178
O -0.012 1.509 -0.306
O -1.494 0.294 0.921
N -0.553 -0.631 -0.964
O 0.582 -0.501 -1.884
H 0.942 0.437 1.925
H 0.607 -1.239 1.499
H 1.777 -0.281 0.552
H -0.717 1.655 -0.959
H -2.168 0.000 0.287
H -0.442 -1.598 -0.650
H 0.971 0.378 -1.679
```

## Properties
Charge: 0
Lowest unoccupied orbital energy in eV: 0.7
SMILES: CC(O)(O)NO
Multiplicity: 1

---

Top of the stability list: a, leading by 0.470 eV.

---

a | A cluster of 2 separate species, C32H31N2O in total, computed with ωB97M-V with the def2-TZVPD basis set.

Structure (XYZ):
```
66
C32H31N2O | the Open Molecules 2025 dataset | ωB97M-V with the def2-TZVPD basis set
C -1.623 -3.080 2.663
C -2.473 -1.873 2.468
C -1.926 -0.589 2.275
N -0.523 -0.424 2.139
C 0.294 -1.101 1.250
N 1.555 -0.856 1.718
C 2.756 -1.628 1.496
C 1.536 0.105 2.731
C 0.258 0.347 3.026
C -2.725 0.567 2.333
C -2.133 1.933 2.224
C -4.119 0.421 2.436
C -4.692 -0.856 2.491
C -6.190 -1.000 2.422
C -3.872 -1.985 2.576
H -2.177 -3.974 2.334
H -0.701 -3.027 2.067
H -1.353 -3.241 3.722
H 2.558 -2.502 0.860
H 3.547 -1.016 1.052
H 3.140 -1.962 2.485
H 2.438 0.441 3.207
H -0.184 0.927 3.817
H -2.904 2.633 1.893
H -1.761 2.308 3.193
H -1.318 1.989 1.486
H -4.764 1.307 2.466
H -6.481 -2.047 2.547
H -6.692 -0.404 3.190
H -6.573 -0.651 1.460
H -4.334 -2.974 2.713
C 3.354 5.861 -1.826
C 4.073 4.755 -2.292
C 3.502 3.903 -3.237
C 2.181 4.132 -3.628
O 1.446 3.157 -4.323
C 1.117 1.960 -3.703
C -0.251 1.675 -3.537
C -0.620 0.647 -2.678
C 0.354 -0.170 -2.018
C 0.010 -1.152 -0.983
C 0.452 -2.519 -1.031
C -0.267 -3.527 -0.320
C 0.310 -4.750 -0.031
C 1.601 -5.045 -0.500
C 2.250 -4.147 -1.354
C 1.658 -2.933 -1.686
C 1.710 0.085 -2.337
C 2.091 1.109 -3.195
C 1.495 5.297 -3.261
C 2.077 6.146 -2.323
H 3.795 6.511 -1.071
H 5.085 4.552 -1.939
H 4.041 3.046 -3.636
H -0.992 2.297 -4.037
H -1.680 0.435 -2.515
H -0.919 -0.928 -0.412
H -1.283 -3.285 0.010
H -0.247 -5.487 0.558
H 2.079 -5.989 -0.231
H 3.218 -4.402 -1.793
H 2.124 -2.290 -2.430
H 2.507 -0.515 -1.891
H 3.137 1.280 -3.435
H 0.498 5.469 -3.659
H 1.528 7.034 -1.996
```

## Properties
Charge: +1
Lowest unoccupied orbital energy in eV: -4.7
Multiplicity: 1

---

b | A cluster of 2 separate species, C32H31N2O in total, computed with ωB97M-V with the def2-TZVPD basis set.

Structure (XYZ):
```
66
C32H31N2O | the Open Molecules 2025 dataset | ωB97M-V with the def2-TZVPD basis set
C -2.676 1.615 0.279
C -3.379 1.066 1.396
C -4.205 -0.079 1.241
C -4.866 -0.643 2.322
C -4.753 -0.061 3.597
C -3.970 1.088 3.773
C -3.291 1.645 2.697
C -1.985 2.819 0.332
C -1.285 3.384 -0.725
C -0.539 4.597 -0.617
C 0.096 5.158 -1.761
C 0.835 6.330 -1.667
C 0.966 6.987 -0.431
C 0.344 6.459 0.710
C -0.397 5.286 0.625
H -2.730 1.095 -0.681
H -4.300 -0.507 0.240
H -5.473 -1.538 2.176
H -5.276 -0.498 4.446
H -3.882 1.556 4.755
H -2.680 2.534 2.853
H -2.018 3.377 1.266
H -1.314 2.873 -1.690
H -0.019 4.634 -2.712
H 1.315 6.738 -2.558
H 1.549 7.904 -0.355
H 0.435 6.959 1.675
H -0.869 4.886 1.522
C 1.064 -0.772 2.549
O 1.723 -1.849 1.836
C 1.190 -2.287 0.679
C -0.192 -2.761 0.711
C -1.164 -2.115 -0.073
C -2.457 -2.630 -0.117
C -2.799 -3.726 0.681
C -1.855 -4.296 1.542
C -0.558 -3.803 1.584
C 1.999 -2.193 -0.466
N 1.685 -2.567 -1.742
C 0.511 -3.274 -2.181
C 2.721 -2.229 -2.604
C 3.734 -1.699 -1.830
C 4.954 -1.320 -2.384
C 5.093 -1.469 -3.775
C 4.048 -1.990 -4.562
C 2.834 -2.389 -3.982
N 3.277 -1.685 -0.518
C 4.072 -1.276 0.612
H 1.677 -0.620 3.437
H 1.060 0.125 1.914
H 0.039 -1.053 2.819
H -0.860 -1.242 -0.657
H -3.187 -2.173 -0.789
H -3.810 -4.131 0.634
H -2.118 -5.140 2.182
H 0.209 -4.215 2.244
H 0.780 -3.763 -3.120
H 0.205 -4.026 -1.443
H -0.324 -2.590 -2.378
H 5.741 -0.930 -1.738
H 6.024 -1.175 -4.260
H 4.189 -2.088 -5.639
H 1.996 -2.803 -4.544
H 5.062 -1.031 0.221
H 3.645 -0.388 1.101
H 4.159 -2.090 1.346
```

## Properties
Charge: +1
Lowest unoccupied orbital energy in eV: -5.7
Multiplicity: 1

---

Top of the stability list: b, leading by 0.731 eV.